# C46H55Br3N6O17

A structure of composition C46H55Br3N6O17 in a non-equilibrium geometry (ωB97M-V/def2-TZVPD, the Open Molecules 2025 dataset).

CARTESIAN COORDINATES (ANGSTROEM)
C: 1.80749 -5.36619 -1.97019
Br: 3.26605 -6.30870 -0.91508
Br: 0.98207 -4.09549 -0.74773
Br: 0.64320 -6.65800 -2.76238
H: 2.34319 -4.72846 -2.67335
C: -1.95920 0.22284 6.29646
C: -1.46043 1.50020 6.02048
C: -0.22387 1.90857 6.49609
C: 0.54269 1.12750 7.29273
C: 0.05403 -0.11140 7.63231
C: -1.16096 -0.58589 7.07101
O: -1.49618 -1.84951 7.51564
O: 0.22096 3.08701 6.03577
H: -2.92992 -0.11143 5.96124
H: -2.04145 2.19008 5.42643
H: 1.46435 1.49062 7.72296
H: 0.52331 -0.79562 8.32369
H: -2.43553 -2.03948 7.45979
H: 1.15474 2.88307 6.12553
C: 0.11686 0.24180 -5.76478
C: 1.35464 0.24157 -6.39536
C: 2.46048 -0.37123 -5.75462
C: 2.32905 -0.96333 -4.52130
C: 1.10435 -1.17384 -3.96564
C: -0.01613 -0.63837 -4.57251
O: -1.18442 -1.12205 -4.06033
O: 3.67303 -0.08872 -6.32532
H: -0.72616 0.67733 -6.28057
H: 1.41649 0.56574 -7.42371
H: 3.25320 -1.33220 -4.10143
H: 0.92668 -1.71366 -3.04727
H: -1.09541 -1.20769 -3.10831
H: 4.28212 0.00199 -5.58885
C: -5.05221 -3.82317 -2.61417
C: -4.18501 -3.05588 -1.89992
C: -2.80773 -3.34157 -2.06545
C: -2.32910 -4.43975 -2.83197
C: -3.25782 -5.26422 -3.41054
C: -4.61806 -4.91265 -3.35328
O: -5.43757 -5.63490 -4.06715
O: -1.89844 -2.50188 -1.44236
H: -6.08004 -3.49739 -2.55228
H: -4.44360 -2.19192 -1.30569
H: -1.28360 -4.69064 -2.93388
H: -2.92911 -6.10830 -3.99866
H: -6.32985 -5.28811 -3.99535
H: -2.31301 -1.79137 -0.94748
C: 1.20203 -2.65065 5.54726
C: 2.08085 -1.58411 5.37753
C: 3.40080 -1.73138 5.73057
C: 3.90614 -2.94956 6.20912
C: 3.09204 -4.10326 6.15860
C: 1.67921 -3.94611 5.90216
O: 0.89086 -5.00754 6.20708
O: 4.26049 -0.76730 5.27245
H: 0.13488 -2.52593 5.43754
H: 1.68504 -0.65310 4.99943
H: 4.95085 -3.16900 6.37293
H: 3.44137 -5.04989 6.54366
H: -0.06575 -4.96166 6.14079
H: 5.11474 -1.02733 5.62490
C: -2.59415 3.34377 0.23877
C: -2.82940 2.02803 0.60340
C: -3.04802 1.14535 -0.43785
C: -2.96258 1.56674 -1.75589
C: -2.57374 2.80924 -2.07673
C: -2.40739 3.71890 -1.04696
O: -2.13030 5.03177 -1.37846
O: -3.49687 -0.14115 -0.18778
H: -2.44154 4.10373 0.99082
H: -2.95140 1.68545 1.62034
H: -3.14876 0.82123 -2.51480
H: -2.38919 3.11135 -3.09705
H: -2.50060 5.17573 -2.25239
H: -3.41907 -0.37147 0.74093
C: -0.09083 2.90272 -4.39195
C: 1.12872 3.57561 -4.15457
C: 1.30269 4.89260 -4.56240
C: 0.33262 5.53765 -5.31854
C: -0.80403 4.89498 -5.66040
C: -0.97627 3.55323 -5.17445
O: -2.11430 2.92289 -5.58801
O: 2.52821 5.50647 -4.36443
H: -0.24645 1.93097 -3.94711
H: 1.91672 3.10478 -3.58556
H: 0.43059 6.46714 -5.85970
H: -1.28236 5.24920 -6.56158
H: -2.78734 3.57383 -5.37611
H: 2.52917 6.39252 -4.73391
C: -0.00254 -0.68838 0.24017
C: -0.46661 -1.05545 1.52610
C: -0.58513 -0.14441 2.47242
C: -0.14527 1.14245 2.28055
C: 0.35714 1.53343 1.09832
C: 0.41439 0.65755 0.03158
O: 0.86896 1.15139 -1.18915
O: -1.15080 -0.51933 3.63973
H: 0.18956 -1.44231 -0.50889
H: -0.83059 -2.03009 1.81593
H: -0.36658 1.90638 3.01119
H: 0.55904 2.56717 0.85952
H: 1.65553 1.69586 -1.10878
H: -1.10777 0.25181 4.20990
C: 3.54140 3.53240 -0.16115
O: 3.11096 3.01715 -1.16662
N: 3.69183 4.82912 -0.08912
N: 3.66276 2.83720 0.91387
H: 3.75282 5.28062 -0.99052
H: 4.34922 5.12228 0.61940
H: 3.33528 1.91096 0.67950
H: 3.68950 3.30049 1.81094
C: -3.96646 -2.27340 2.87256
O: -4.15194 -1.23572 2.20448
N: -4.74811 -3.28388 3.00278
N: -2.83867 -2.56784 3.34695
H: -5.65551 -3.33213 2.56187
H: -4.41871 -4.00826 3.62476
H: -2.60873 -3.37270 3.91212
H: -2.30492 -1.71156 3.39173
C: 5.20240 1.43353 -3.36713
O: 5.58816 1.08667 -4.44370
N: 4.04659 1.11271 -2.88802
N: 5.71953 2.42122 -2.72353
H: 3.47766 0.51227 -3.46759
H: 3.65621 1.81473 -2.27575
H: 6.38655 2.87512 -3.33110
H: 5.12125 2.93183 -2.08993

Cartesian forces, eV/Å:
1.19 0.04 1.33
-0.82 0.46 -0.79
-0.16 -0.48 -0.42
0.24 0.37 0.07
-0.29 -0.56 -0.20
0.42 0.46 0.46
-0.59 -0.44 0.05
-2.21 -0.13 -1.37
0.35 -1.17 1.26
-1.16 -0.92 -0.62
0.79 -0.13 1.62
0.10 -0.17 -0.27
1.10 0.67 -0.03
-0.07 0.05 -0.18
0.01 0.12 -0.10
0.19 0.05 -0.04
0.33 0.12 -0.03
-0.14 0.29 -0.17
0.68 1.33 -0.36
0.08 -3.01 1.40
-0.60 -1.02 0.94
-0.52 1.99 -0.97
1.65 -0.40 -0.77
-1.03 0.74 -0.08
0.67 0.74 -1.37
-1.18 1.28 -0.75
-0.36 -0.71 0.01
-0.28 -0.08 0.30
0.37 0.57 0.15
0.02 -0.31 0.36
0.33 -0.27 0.09
-0.11 -0.29 0.34
1.06 0.29 0.10
-0.75 -0.11 0.11
2.92 -0.22 -0.41
-0.18 0.35 0.43
-0.55 1.22 1.33
-0.81 0.53 -0.22
2.05 1.07 1.09
-2.09 -1.80 -1.62
0.87 -0.66 -0.55
-0.43 -0.47 -0.33
-0.30 0.01 -0.01
0.03 0.41 0.18
-0.20 -0.12 -0.06
-0.13 -0.05 -0.03
-0.66 0.30 0.11
0.47 -1.79 0.36
-0.84 -0.61 0.50
0.54 -0.70 -1.08
-1.25 -1.57 -1.13
-1.86 1.55 0.73
1.20 1.84 0.49
0.41 -1.08 0.03
0.30 0.40 0.82
-0.10 0.15 -0.21
0.22 0.15 -0.05
0.27 0.59 0.14
0.09 -0.10 -0.19
0.16 0.86 -0.31
0.40 0.34 -0.17
0.81 0.51 1.76
-0.48 -0.21 -0.90
-0.77 -0.68 0.92
-0.14 -2.39 -0.10
0.27 1.23 -0.10
-0.14 0.73 -1.58
0.03 0.05 0.55
0.67 0.30 -1.27
-0.11 0.10 0.21
0.03 0.19 0.13
-0.02 -0.07 -0.21
-0.14 -0.07 -0.05
0.16 0.15 -0.11
-0.27 -0.12 0.78
1.89 0.81 0.72
-0.30 0.57 0.44
0.77 -0.03 -0.29
0.22 0.50 -0.30
0.32 -2.64 0.13
-0.92 1.78 -1.37
-0.89 -0.38 0.28
0.02 -0.43 0.53
-0.17 0.04 -0.25
0.07 -0.04 0.02
0.83 0.42 0.43
-0.91 -0.02 0.35
-0.64 -0.30 -0.43
-0.21 -0.01 -0.09
0.98 1.07 0.37
0.20 -1.62 -3.02
0.27 1.64 1.13
-0.67 0.79 1.39
0.21 0.63 -1.64
0.39 -1.05 -0.44
-0.94 -1.51 0.14
0.20 0.33 0.85
-0.33 0.11 -0.21
0.21 -0.42 -0.66
0.17 0.05 0.43
0.15 0.22 0.29
0.25 0.43 0.30
-0.21 0.02 0.65
-1.50 0.75 -0.81
-0.72 -1.15 -2.71
1.40 2.91 0.24
0.73 -1.82 2.42
-0.07 0.22 0.15
-0.09 0.53 -0.20
0.11 -0.35 1.38
-0.11 -0.80 0.02
-1.80 2.33 -3.63
-0.60 -0.23 0.67
-4.64 -3.12 0.26
6.23 0.66 2.59
0.22 -0.04 0.26
-0.80 -0.09 -0.46
-0.07 0.40 -0.21
1.02 -0.45 0.61
-1.84 0.19 -1.74
2.02 -2.16 -2.92
-3.31 -2.15 1.53
3.53 3.43 2.06
-0.26 0.31 0.41
-0.66 -0.74 -0.01
0.06 0.58 0.65
0.50 0.20 -0.26

For the LUMO energy, the calculation gives -0.239 eV. For the total energy, the calculation gives -302467.197 eV.

Löwdin atomic charge list, values in e, 5 entries:
1. C -1.523
2. Br 0.474
3. Br 0.631
4. Br 0.638
5. H -0.024

***

# C46H56N6NiO2Se

A structure of composition C46H56N6NiO2Se in a non-equilibrium geometry (ωB97M-V/def2-TZVPD, the Open Molecules 2025 dataset).

CARTESIAN COORDINATES (ANGSTROEM)
Ni: 0.60900 -1.08277 1.20778
C: -1.91227 -2.35714 0.33772
N: -0.77828 -2.59909 1.25981
C: -0.02503 -3.80724 0.85328
C: -1.20732 -2.74334 2.64378
C: -2.36353 -3.40711 3.01157
C: -2.71674 -3.49141 4.35386
C: -1.91448 -2.85846 5.29164
C: -0.75819 -2.18792 4.90782
C: -0.36336 -2.16646 3.56772
N: 0.74921 -1.54587 3.02185
C: 1.89425 -1.20988 3.70060
C: 2.29366 -1.60534 4.99105
C: 3.46035 -1.10158 5.55214
C: 4.26880 -0.21158 4.85437
C: 3.92816 0.09944 3.54449
C: 2.77310 -0.41602 2.98403
N: 2.48539 -0.30749 1.55247
C: 3.52553 -1.09499 0.83505
C: 2.48140 1.09330 1.07627
H: -2.43014 -3.29199 0.10347
H: -2.60440 -1.65553 0.79688
H: -1.53182 -1.90219 -0.57074
H: -0.67907 -4.68022 0.88708
H: 0.35347 -3.67483 -0.15725
H: 0.80802 -3.95732 1.53505
H: -2.99901 -3.85879 2.25693
H: -3.61720 -4.01726 4.65083
H: -2.19492 -2.87313 6.33939
H: -0.19080 -1.63664 5.64263
H: 1.70492 -2.32579 5.53984
H: 3.74577 -1.42041 6.55003
H: 5.16449 0.20211 5.30329
H: 4.58230 0.73347 2.95553
H: 4.49219 -0.59436 0.91681
H: 3.60067 -2.08156 1.28907
H: 3.26765 -1.19661 -0.21310
H: 3.44915 1.56838 1.23610
H: 2.26002 1.08806 0.01316
H: 1.70280 1.64840 1.59077
C: -1.69895 1.42994 6.39454
C: -2.01699 1.41780 4.91837
C: -3.13251 0.72236 4.46107
C: -3.46976 0.75040 3.11644
C: -2.73676 1.51326 2.22314
C: -1.62755 2.23026 2.67311
N: -0.91271 3.09967 1.83372
C: -1.24706 3.40896 0.49984
C: -1.36594 4.76780 0.17844
C: -1.69750 5.18741 -1.09749
C: -1.94012 4.24782 -2.09135
C: -1.79238 2.90220 -1.79115
C: -1.42753 2.45449 -0.51948
C: -1.16216 0.95141 -0.40098
O: -1.68248 0.22090 -1.25686
O: -0.36642 0.60066 0.53944
C: -1.22880 2.13970 4.01696
C: 0.02528 2.84972 4.47793
H: -2.46499 0.89077 6.95342
H: -1.65529 2.45366 6.78018
H: -0.73288 0.96568 6.61484
H: -3.73684 0.15666 5.16209
H: -4.33422 0.19662 2.76270
H: -3.04074 1.57211 1.18502
H: -0.49087 3.86465 2.32323
H: -1.18933 5.50224 0.95931
H: -1.78031 6.24915 -1.31121
H: -2.23893 4.55965 -3.08621
H: -1.94206 2.14759 -2.55359
H: 0.78613 2.83866 3.69426
H: 0.45556 2.36466 5.35263
H: -0.16402 3.89633 4.74961
C: 2.90836 0.87400 -4.95458
C: 2.89807 2.10532 -4.03576
C: 2.54178 1.79986 -2.57399
C: 1.05779 1.68974 -2.24526
N: 0.31181 0.70333 -3.03531
C: 0.24006 -0.61261 -2.74752
Se: 1.24604 -1.47901 -1.46861
N: -0.61460 -1.17538 -3.63272
C: -1.21063 -2.51702 -3.49864
C: -0.33272 -3.68081 -3.94050
C: 0.01656 -3.72826 -5.43520
C: 1.05205 -2.68556 -5.88473
C: -1.08850 -0.19797 -4.50888
C: -1.92586 -0.27878 -5.61152
C: -2.16511 0.89284 -6.31451
C: -1.59175 2.10585 -5.91670
C: -0.75079 2.17688 -4.81432
C: -0.50025 0.99635 -4.13186
H: 3.40405 1.10175 -5.90226
H: 1.90266 0.51983 -5.19391
H: 3.44836 0.04522 -4.48235
H: 2.21428 2.86423 -4.43589
H: 3.89487 2.55011 -4.05051
H: 2.93084 2.59489 -1.93039
H: 3.03200 0.86878 -2.27607
H: 0.55766 2.64522 -2.39521
H: 0.93129 1.41462 -1.20172
H: -2.12369 -2.50379 -4.09112
H: -1.49666 -2.62017 -2.45621
H: -0.88069 -4.58805 -3.66873
H: 0.58804 -3.67036 -3.35602
H: -0.89937 -3.62345 -6.03129
H: 0.41445 -4.72305 -5.64798
H: 0.63018 -1.67973 -5.94273
H: 1.44485 -2.92969 -6.87633
H: 1.89607 -2.65362 -5.18562
H: -2.37415 -1.21750 -5.91739
H: -2.80099 0.86501 -7.19226
H: -1.80142 3.00673 -6.48282
H: -0.30950 3.11824 -4.50754

Cartesian forces, eV/Å:
0.33 -0.84 0.96
0.14 -0.10 0.06
0.02 0.56 -0.42
-0.05 -0.01 -0.06
-0.60 -0.31 -0.52
-0.04 -0.06 -0.06
-0.02 0.03 -0.07
0.13 0.08 -0.02
-0.08 -0.05 0.29
0.63 0.44 0.34
-0.02 -0.25 0.00
-0.50 -0.23 0.27
0.02 0.05 0.09
-0.10 -0.05 -0.03
-0.02 -0.02 0.00
0.01 0.07 -0.05
0.55 0.33 -0.37
-0.43 0.37 -0.33
-0.07 0.04 0.12
0.12 -0.10 0.02
-0.05 -0.04 0.06
0.04 0.04 0.01
-0.01 -0.01 0.06
-0.09 -0.09 0.04
-0.03 -0.01 -0.02
0.03 0.01 0.07
0.06 0.05 0.04
0.08 0.06 -0.02
0.02 0.04 -0.06
-0.02 -0.06 0.03
0.04 0.05 0.01
-0.06 0.04 -0.08
-0.08 -0.06 -0.04
-0.03 -0.04 0.01
0.06 0.02 0.08
-0.05 0.00 0.03
0.09 0.12 0.03
0.15 0.02 0.04
0.09 -0.06 0.10
-0.09 0.00 0.03
0.04 -0.04 -0.04
-0.04 0.01 0.04
0.06 -0.04 0.01
-0.02 0.02 -0.04
-0.03 0.03 0.07
-0.08 -0.05 0.00
-0.02 -0.35 -0.41
0.11 -0.13 0.11
0.08 -0.01 -0.03
0.05 0.06 0.02
0.03 -0.13 0.01
-0.29 0.16 0.19
-0.12 0.04 0.05
0.07 0.00 0.63
-0.13 0.09 0.45
-0.63 0.34 -0.71
0.09 0.07 0.00
-0.16 -0.04 -0.06
0.04 0.02 -0.03
-0.01 -0.08 -0.02
-0.04 -0.01 -0.03
0.05 0.01 -0.03
0.08 0.05 0.02
-0.01 -0.01 0.11
0.01 0.24 0.07
-0.09 -0.05 -0.03
-0.01 -0.11 0.04
0.05 -0.03 0.04
-0.15 0.11 0.20
0.00 -0.01 0.03
-0.02 0.01 -0.02
0.01 -0.04 -0.03
-0.01 0.05 0.06
-0.11 -0.17 -0.02
-0.02 -0.12 -0.21
0.19 -0.07 -0.41
0.48 0.36 -0.31
-0.28 0.31 -0.38
-0.05 -0.27 -0.24
-0.23 -0.33 -0.11
0.32 0.26 -0.17
0.09 0.13 -0.19
0.04 0.20 0.08
-0.04 -0.06 0.06
0.03 -0.42 0.12
-0.13 -0.02 -0.07
0.00 -0.04 0.02
0.06 -0.01 0.08
0.04 0.12 -0.23
0.39 -0.01 0.38
-0.04 -0.01 0.07
0.07 0.02 0.06
-0.05 0.10 -0.06
0.08 -0.02 0.02
0.01 0.03 -0.01
0.01 -0.03 0.00
0.06 0.03 0.03
0.07 -0.01 -0.03
-0.04 0.07 -0.12
-0.08 0.06 0.00
0.01 -0.09 0.06
0.03 0.00 -0.01
0.01 -0.04 0.06
0.07 -0.05 0.02
-0.04 0.00 -0.02
0.03 -0.08 0.03
-0.05 0.01 0.10
-0.10 -0.01 -0.09
0.05 0.09 0.00
0.03 0.01 0.10
0.01 -0.08 0.05
-0.02 -0.09 -0.01

For the LUMO energy (spin up / spin down), the calculation gives 0.414 / 0.416 eV. Its energy relative to the best compared isomer or geometry (same formula, charge and spin) is 0.120 eV. For the total energy, the calculation gives -168038.304 eV.

Löwdin atomic charge list, values in e, 5 entries:
1. Ni 0.456
2. C -0.057
3. N -0.223
4. C -0.066
5. C -0.206